No. 1
This record from the OMol25 dataset describes a molecular structure, C21H30N4OS4W. The level of theory is wB97M-V/def2-TZVPD.

Structure (ORCA input):
```
! RIJCOSX wB97M-V def2-TZVPD def2/J DEFGRID3
* xyz 4 1
W -0.27 -1.19 0.48
C -1.79 -2.76 -2.27
C -3.02 -2.18 -1.59
S -2.44 -0.70 -0.72
C -3.71 -0.24 0.49
C -3.05 0.74 1.44
S -1.49 0.09 2.13
C -1.99 -1.01 3.50
C -2.39 -2.41 3.07
S -1.12 -2.97 1.89
C -1.73 -4.41 0.96
C -0.80 -4.57 -0.23
S -0.41 -3.01 -1.10
H -1.40 -2.10 -3.04
H -2.00 -3.73 -2.74
H -3.50 -2.87 -0.90
H -3.75 -1.86 -2.34
H -4.11 -1.13 0.98
H -4.53 0.25 -0.05
H -3.70 0.99 2.28
H -2.78 1.67 0.94
H -2.80 -0.52 4.04
H -1.12 -1.03 4.17
H -3.36 -2.47 2.59
H -2.37 -3.09 3.92
H -2.77 -4.25 0.69
H -1.66 -5.28 1.61
H -1.21 -5.27 -0.96
H 0.18 -4.96 0.08
C 5.01 -1.22 2.20
N 3.81 -1.46 1.36
C 4.07 -2.14 0.08
C 2.66 -1.08 1.76
O 1.55 -1.27 1.07
H 5.68 -0.55 1.67
H 5.51 -2.18 2.36
H 4.72 -0.79 3.16
H 4.76 -1.52 -0.50
H 3.15 -2.29 -0.47
H 4.56 -3.09 0.29
H 2.57 -0.59 2.72
N 1.13 9.13 -2.06
C 1.07 7.99 -1.98
C 0.99 6.56 -1.88
C 0.41 5.82 -2.92
C 0.31 4.45 -2.82
C 0.81 3.83 -1.68
C 1.41 4.54 -0.65
C 1.49 5.92 -0.75
N 0.72 2.39 -1.58
C 1.11 1.48 -2.55
C 0.86 0.25 -2.05
N 0.32 0.38 -0.77
C 0.26 1.71 -0.54
H 0.02 6.33 -3.79
H -0.15 3.87 -3.61
H 1.83 4.03 0.21
H 1.96 6.50 0.03
H 1.53 1.81 -3.48
H 1.05 -0.71 -2.50
H -0.11 2.19 0.36
*
```

The calculation puts the energy relative to the best compared isomer or geometry (same formula, charge and spin) at 0.5 kcal per mole. The HOMO-LUMO gap comes out at 3.95 eV. As for the total energy: -2770.865942 hartree.

Results of the Löwdin charge analysis, in e, for atoms 1 through 8: number 1, W, carries 0.97; number 2, C, carries -0.41; number 3, C, carries -0.40; number 4, S, carries 0.90; number 5, C, carries -0.40; number 6, C, carries -0.41; number 7, S, carries 0.87; number 8, C, carries -0.41



No. 2
This record from the OMol25 dataset describes a molecular structure, C34H38Br2N5O5PSSe2W at a distorted geometry. The level of theory is wB97M-V/def2-TZVPD.

Structure (ORCA input):
```
! RIJCOSX wB97M-V def2-TZVPD def2/J DEFGRID3
* xyz 2 1
W 0.47 1.29 -0.67
C 4.29 0.94 -2.48
C 4.23 0.60 -1.03
C 5.37 0.05 -0.41
C 5.40 -0.12 0.95
C 4.31 0.31 1.73
C 4.27 0.33 3.15
Br 5.75 -0.33 4.13
C 3.19 0.84 3.83
C 2.09 1.33 3.11
Br 0.55 1.99 3.98
C 2.07 1.34 1.73
O 1.06 1.88 1.03
C 3.19 0.81 1.02
N 3.13 0.89 -0.34
H 5.11 1.64 -2.63
H 3.37 1.40 -2.84
H 4.51 0.06 -3.08
H 6.21 -0.22 -1.02
H 6.27 -0.54 1.42
H 3.18 0.88 4.90
Se 1.91 3.32 -1.43
Se -0.49 1.47 -3.02
C 0.73 0.08 -3.52
C 0.84 -0.49 -4.78
C 1.70 -1.57 -4.92
C 2.40 -2.03 -3.81
C 2.25 -1.38 -2.60
N 1.44 -0.32 -2.45
C 0.92 4.40 -0.19
C 1.40 5.54 0.43
C 0.59 6.13 1.39
C -0.66 5.59 1.65
C -1.06 4.47 0.95
N -0.28 3.86 0.05
H 0.25 -0.09 -5.59
H 1.82 -2.03 -5.89
H 3.05 -2.88 -3.89
H 2.79 -1.70 -1.73
H 2.36 5.93 0.15
H 0.93 7.01 1.92
H -1.32 6.03 2.38
H -2.03 4.02 1.11
C -3.28 -0.93 -2.43
C -2.21 -1.85 -1.86
C -2.82 -2.83 -0.87
C -1.49 -2.59 -2.98
O -1.22 -0.98 -1.15
P -0.13 -1.68 -0.16
O 0.62 -2.79 -0.73
O 0.70 -0.37 0.10
O -0.93 -1.89 1.19
C -0.47 -2.75 2.28
C -1.01 -2.11 3.56
C -1.09 -4.13 2.07
C 1.05 -2.80 2.30
H -4.05 -1.54 -2.90
H -2.87 -0.26 -3.17
H -3.74 -0.34 -1.64
H -3.60 -3.40 -1.35
H -3.25 -2.30 -0.02
H -2.06 -3.52 -0.51
H -2.19 -3.25 -3.48
H -0.68 -3.19 -2.58
H -1.10 -1.88 -3.70
H -2.09 -2.00 3.50
H -0.56 -1.13 3.72
H -0.77 -2.75 4.41
H -2.17 -4.04 1.99
H -0.85 -4.78 2.91
H -0.70 -4.58 1.16
H 1.45 -1.79 2.24
H 1.42 -3.37 1.45
H 1.39 -3.27 3.21
N -5.94 -0.26 1.76
C -5.58 0.65 0.84
S -6.80 1.27 -0.18
C -4.23 1.03 0.66
C -3.85 1.90 -0.40
C -2.54 2.10 -0.68
N -1.49 1.50 0.00
C -1.86 0.85 1.15
C -3.15 0.60 1.50
H -6.91 -0.49 1.88
H -5.27 -0.61 2.43
H -4.61 2.38 -0.99
H -2.26 2.79 -1.48
H -1.04 0.55 1.80
H -3.35 0.10 2.44
*
```

The calculation puts the energy relative to the best compared isomer or geometry (same formula, charge and spin) at 55.2 kcal per mole. The HOMO-LUMO gap (spin up / spin down) comes out at 5.30 / 5.30 eV. As for the total energy: -12725.569937 hartree.

Results of the Löwdin charge analysis, in e, for atoms 1 through 8: number 1, W, carries 1.55; number 2, C, carries -0.03; number 3, C, carries -0.31; number 4, C, carries 0.02; number 5, C, carries 0.02; number 6, C, carries -0.17; number 7, C, carries -0.59; number 8, Br, carries 0.86



No. 3
This record from the OMol25 dataset describes 2 unconnected molecules or ions with the total composition C9H14O at a distorted geometry. The level of theory is wB97M-V/def2-TZVPD.

Structure (ORCA input):
```
! RIJCOSX wB97M-V def2-TZVPD def2/J DEFGRID3
* xyz 0 1
C -1.61 0.07 1.74
C -2.80 -0.85 1.72
O -1.61 1.08 2.73
H -0.71 -0.55 1.88
H -1.52 0.59 0.79
H -3.11 -1.07 2.75
H -2.22 0.94 3.42
H -2.54 -1.84 1.33
H -3.72 -0.58 1.22
C 0.22 1.93 -0.36
C 2.75 -0.96 -0.77
C 2.06 0.13 -0.24
C 2.31 -1.50 -1.97
C 0.99 0.76 -0.86
C 1.25 -0.93 -2.64
C 0.59 0.15 -2.06
H 3.60 -1.36 -0.24
H 2.47 0.46 0.71
H 2.78 -2.41 -2.33
H 1.00 -1.25 -3.64
H 0.63 2.83 -0.82
H 0.36 2.00 0.72
H -0.32 0.48 -2.56
H -0.85 1.87 -0.51
*
```

The calculation puts the energy relative to the best compared isomer or geometry (same formula, charge and spin) at 17.6 kcal per mole. The SMILES is Cc1ccccc1.CCO. The HOMO-LUMO gap comes out at 9.93 eV. As for the total energy: -426.544797 hartree.

Results of the Löwdin charge analysis, in e, for atoms 1 through 8: number 1, C, carries -0.33; number 2, C, carries -0.09; number 3, O, carries -0.06; number 4, H, carries 0.12; number 5, H, carries 0.08; number 6, H, carries 0.08; number 7, H, carries 0.06; number 8, H, carries 0.08



No. 4
This record from the OMol25 dataset describes a molecular structure, C4H4EuO2 at a distorted geometry. The level of theory is wB97M-V/def2-TZVPD.

Structure (ORCA input):
```
! RIJCOSX wB97M-V def2-TZVPD def2/J DEFGRID3
* xyz 4 8
H 0.40 -0.78 -1.68
O -3.01 1.30 -0.29
C -2.17 0.67 0.08
C -1.09 -0.10 0.57
C 0.25 0.08 -0.07
C 0.94 -1.05 -0.67
H -1.34 -0.86 1.32
H 0.70 -1.98 -0.13
H 2.02 -0.88 -0.79
O 0.72 1.00 0.63
Eu 2.57 2.62 1.03
*
```

The calculation puts the energy relative to the best compared isomer or geometry (same formula, charge and spin) at 0.0 kcal per mole. As for the expectation value of S²: 15.78. The HOMO-LUMO gap (spin up / spin down) comes out at 4.24 / 6.72 eV. As for the total energy: -1013.455117 hartree.

Results of the Löwdin charge analysis, in e, for atoms 1 through 8: number 1, H, carries 0.23; number 2, O, carries 0.62; number 3, C, carries 0.22; number 4, C, carries 0.45; number 5, C, carries -0.32; number 6, C, carries 0.15; number 7, H, carries 0.24; number 8, H, carries 0.18